Record 1
{
  "formula": "C5H13BNO6P",
  "method": "ωB97M-V/def2-TZVPD",
  "species": ["O", "P", "O", "O", "C", "C", "N", "C", "C", "C", "B", "O", "O", "H", "H", "H", "H", "H", "H", "H", "H", "H", "H", "H", "H", "O", "H"],
  "xyz": [[2.194, -1.885, 1.075], [2.486, -0.863, 0.075], [3.907, -0.160, 0.267], [2.472, -1.403, -1.434], [1.379, 0.578, 0.107], [1.635, 1.520, -1.037], [0.553, 2.140, -1.363], [-0.542, 1.756, -0.437], [-0.134, 0.307, -0.158], [-1.000, -0.397, 0.870], [-2.337, -0.996, 0.251], [-3.064, -0.234, -0.686], [-2.798, -2.209, 0.639], [4.527, -0.786, 0.668], [1.718, -1.092, -1.948], [1.531, 1.089, 1.069], [2.566, 1.660, -1.576], [0.476, 2.780, -2.144], [-0.314, 2.294, 0.491], [-1.567, 1.978, -0.718], [-0.182, -0.218, -1.131], [-0.453, -1.141, 1.447], [-1.385, 0.363, 1.564], [-2.713, -0.331, -1.574], [-2.213, -2.965, 0.598], [-3.197, -0.561, 2.842], [-3.546, -1.224, 2.242]],
  "forces_ev_per_angstrom": [[-0.007, 0.099, -0.143], [-0.092, -0.544, 0.793], [-0.131, -0.121, -0.410], [0.055, 0.593, 0.025], [0.258, -0.179, -0.995], [-0.081, 0.197, 0.252], [0.153, -0.024, 0.004], [0.229, -0.007, 0.725], [-0.261, -0.204, 0.005], [0.433, 0.411, -0.275], [-0.234, 0.676, 1.399], [0.299, 0.015, 0.020], [-0.410, -0.949, -1.458], [0.073, 0.120, 0.076], [-0.057, -0.264, -0.098], [-0.082, -0.050, -0.019], [-0.053, 0.085, 0.028], [0.036, 0.096, 0.103], [-0.395, 0.151, -0.048], [0.161, -0.176, -0.554], [0.050, 0.006, 0.014], [0.032, 0.096, 0.015], [-0.097, -0.430, 0.327], [-0.205, -0.072, -0.121], [0.213, 0.105, 0.557], [0.386, 0.431, -0.729], [-0.273, -0.061, 0.508]],
  "mulliken_charge": [-0.63, 0.94, -0.50, -0.52, -0.15, -0.26, 0.04, -0.93, 0.52, -1.15, 0.70, -0.64, -0.57, 0.35, 0.38, 0.31, 0.47, 0.28, 0.34, 0.48, 0.21, 0.24, 0.33, 0.28, 0.30, -1.01, 0.16],
  "homo_energy_ha": -0.1904,
  "e_lumo_ev": -2.41,
  "gap_ev": 2.77,
  "fmax_ev_per_a": 1.79
}

---

Record 2
{
  "formula": "C3H2ClIO",
  "method": "ωB97M-V/def2-TZVPD",
  "species": ["C", "C", "C", "O", "Cl", "I", "H", "H"],
  "xyz": [[0.508, 0.689, -1.165], [0.145, -0.170, -0.110], [-0.832, -0.428, 1.271], [-0.275, -0.977, 2.144], [-2.435, 0.329, 1.493], [2.079, -0.007, -2.375], [0.162, 1.654, -1.401], [0.647, -1.089, 0.143]],
  "forces_ev_per_angstrom": [[-0.521, -3.849, 3.662], [-0.859, 1.007, -0.358], [1.176, 2.883, -1.982], [-0.343, -0.679, 0.243], [0.543, -0.389, -0.440], [-0.275, 0.299, 0.160], [-0.686, 0.830, -0.122], [0.966, -0.102, -1.164]],
  "mulliken_charge": [-0.32, -0.37, 0.42, -0.35, -0.16, 0.09, 0.44, 0.24],
  "homo_energy_ha": -0.3505,
  "e_lumo_ev": -0.39,
  "gap_ev": 9.15,
  "fmax_ev_per_a": 5.34,
  "smiles": "O=C(Cl)/C=C/I"
}

---

Record 3
{
  "formula": "C39H52HgN4OP2",
  "method": "ωB97M-V/def2-TZVPD",
  "species": ["Hg", "C", "C", "C", "C", "C", "C", "C", "C", "C", "H", "H", "H", "H", "H", "H", "H", "H", "H", "H", "H", "H", "H", "H", "H", "P", "P", "N", "N", "N", "N", "C", "C", "C", "C", "C", "C", "C", "C", "C", "C", "C", "C", "C", "C", "C", "C", "C", "C", "H", "H", "H", "H", "H", "H", "H", "H", "H", "H", "H", "H", "H", "H", "H", "H", "H", "H", "H", "H", "C", "C", "C", "C", "C", "C", "C", "C", "C", "C", "C", "C", "O", "H", "H", "H", "H", "H", "H", "H", "H", "H", "H", "H", "H", "H", "H", "H", "H", "H"],
  "xyz": [[0.990, -3.166, -0.080], [-0.358, 1.837, 2.438], [-0.932, 1.210, 1.404], [-0.489, 1.367, -0.024], [0.916, 0.801, -0.320], [2.083, 1.372, 0.444], [2.225, 2.585, 0.956], [1.122, 3.571, 1.186], [0.137, 3.246, 2.341], [0.875, -2.303, 1.969], [-0.335, 1.332, 3.415], [-1.690, 0.428, 1.531], [-0.551, 2.398, -0.384], [-1.206, 0.784, -0.618], [0.866, -0.279, -0.100], [1.129, 0.913, -1.403], [2.901, 0.647, 0.560], [3.215, 2.951, 1.278], [0.546, 3.690, 0.261], [1.599, 4.537, 1.436], [0.593, 3.506, 3.299], [-0.721, 3.932, 2.227], [-0.175, -2.155, 2.249], [1.337, -1.302, 2.023], [1.358, -2.926, 2.741], [1.637, -1.128, -4.631], [-1.657, -0.745, -4.382], [3.067, -0.049, -4.774], [2.314, -2.326, -5.754], [-1.847, 1.031, -4.326], [-3.337, -0.968, -4.943], [0.649, -0.196, -5.942], [-0.799, -0.697, -6.045], [3.670, 0.503, -3.637], [4.677, 1.378, -4.037], [4.706, 1.367, -5.472], [3.699, 0.501, -5.892], [2.489, -3.651, -5.328], [2.991, -4.398, -6.386], [3.137, -3.517, -7.512], [2.693, -2.257, -7.102], [-1.603, 1.681, -3.116], [-1.665, 3.059, -3.309], [-1.940, 3.276, -4.700], [-2.015, 2.017, -5.302], [-4.156, -0.227, -5.807], [-5.273, -0.989, -6.146], [-5.157, -2.242, -5.448], [-3.973, -2.202, -4.718], [1.116, -0.244, -6.938], [0.659, 0.869, -5.661], [-1.366, -0.108, -6.781], [-0.821, -1.736, -6.405], [3.317, 0.220, -2.660], [5.309, 1.962, -3.388], [5.378, 1.920, -6.112], [3.393, 0.253, -6.893], [2.232, -3.917, -4.316], [3.222, -5.450, -6.367], [3.516, -3.765, -8.488], [2.604, -1.358, -7.677], [-1.421, 1.084, -2.247], [-1.523, 3.809, -2.549], [-2.061, 4.223, -5.196], [-2.188, 1.765, -6.333], [-3.913, 0.775, -6.103], [-6.067, -0.689, -6.808], [-5.853, -3.061, -5.494], [-3.520, -2.920, -4.059], [1.126, 2.271, 5.604], [0.100, 2.265, 6.734], [-1.215, 2.904, 6.273], [-0.108, 0.874, 7.334], [0.140, 0.650, 8.672], [-0.057, -0.601, 9.264], [-0.550, -1.663, 8.500], [-0.837, -1.502, 7.159], [-1.449, -2.637, 6.339], [-0.564, -3.886, 6.317], [-2.855, -3.002, 6.827], [-0.562, -0.227, 6.486], [-0.724, -0.108, 5.241], [0.734, 1.717, 4.751], [2.057, 1.786, 5.912], [1.348, 3.294, 5.284], [0.509, 2.881, 7.546], [-1.667, 2.315, 5.466], [-1.922, 2.954, 7.108], [-1.040, 3.923, 5.910], [0.512, 1.483, 9.278], [0.160, -0.743, 10.323], [-0.713, -2.640, 8.963], [-1.533, -2.257, 5.314], [-0.443, -4.303, 7.325], [-1.011, -4.660, 5.681], [0.424, -3.645, 5.912], [-3.486, -2.107, 6.841], [-3.317, -3.733, 6.153], [-2.813, -3.429, 7.837]],
  "forces_ev_per_angstrom": [[0.034, 0.019, 0.079], [-0.854, -0.402, -0.091], [0.518, -0.562, 0.108], [-0.794, 0.428, -0.606], [-0.429, -0.288, 0.455], [0.310, -0.656, -0.096], [0.404, 0.292, 0.559], [-0.059, 0.857, -0.270], [0.941, 0.160, 0.012], [0.052, 0.703, 1.189], [-0.886, 0.571, -0.401], [0.816, -0.298, 0.422], [-0.153, -0.231, -0.062], [0.278, 0.184, 0.215], [0.121, 0.278, -0.220], [-0.122, -0.092, 0.364], [0.044, 0.530, -0.399], [-0.448, -0.693, 0.158], [0.249, 0.337, 0.312], [-0.396, -0.244, -0.320], [0.101, 0.078, -0.179], [0.177, -0.334, 0.078], [0.083, -0.244, -0.279], [-0.024, -0.417, -0.392], [-0.146, -0.056, -0.573], [2.236, 1.059, -2.998], [-1.937, 2.444, -2.038], [0.017, 0.571, 0.933], [-0.550, -1.121, 0.159], [0.964, 0.446, 0.915], [-0.404, -1.161, 0.103], [-0.390, 0.143, 0.389], [-0.038, -0.713, 0.056], [0.544, 0.494, -1.069], [-0.883, -0.819, -0.181], [-1.139, -0.871, 0.402], [0.462, 0.488, 0.757], [0.364, 0.222, -1.321], [-0.270, 0.902, 0.404], [-0.756, 1.058, 1.352], [0.197, -1.538, 0.375], [-0.355, 0.968, -1.042], [-0.050, -1.184, -0.309], [0.178, -1.651, 0.146], [0.151, 0.670, 0.898], [-0.473, -1.181, -0.065], [1.419, -0.058, 0.956], [1.093, 0.666, 0.278], [-0.707, 0.868, -1.036], [-0.043, -0.110, 0.531], [-0.033, -0.263, 0.133], [0.089, -0.213, 0.415], [0.091, 0.104, -0.023], [0.058, 0.031, 0.084], [-0.012, -0.079, 0.042], [-0.115, -0.064, 0.032], [0.098, 0.041, 0.143], [0.054, -0.078, -0.009], [0.015, 0.012, 0.070], [-0.031, 0.009, -0.053], [0.048, 0.010, -0.026], [-0.008, 0.111, -0.045], [-0.025, -0.012, -0.007], [0.005, -0.009, -0.056], [0.060, 0.068, 0.008], [0.014, -0.043, 0.050], [-0.023, 0.084, 0.061], [-0.020, -0.069, 0.097], [0.014, -0.142, 0.056], [0.140, -0.288, -0.150], [0.118, -0.121, 0.292], [-0.173, -0.191, 0.093], [0.152, 0.537, -0.311], [0.124, 0.485, -0.135], [-0.025, -0.167, 0.036], [-0.105, -0.193, -0.214], [-0.189, -0.598, -0.185], [0.133, 0.161, -0.174], [0.199, 0.100, -0.023], [-0.008, 0.278, 0.071], [-0.255, -0.160, -0.249], [0.096, 0.007, 1.122], [0.259, 0.149, 0.254], [-0.018, 0.119, -0.005], [-0.007, -0.133, 0.175], [-0.107, -0.053, -0.027], [0.090, 0.140, 0.135], [0.013, 0.029, -0.156], [0.010, -0.157, 0.038], [-0.164, -0.303, -0.178], [-0.043, 0.036, -0.265], [0.008, 0.350, -0.092], [0.043, -0.071, 0.188], [0.026, 0.041, -0.183], [0.037, 0.128, 0.116], [-0.084, -0.114, 0.118], [-0.015, -0.188, 0.099], [0.120, 0.088, 0.139], [-0.101, 0.082, -0.158]],
  "mulliken_charge": [0.18, -0.31, -1.30, -0.16, 1.31, -0.59, -0.58, -0.65, -0.04, -1.10, 0.12, 0.42, 0.31, 0.53, -0.58, 0.08, 0.50, 0.36, 0.27, 0.49, -0.19, 0.32, 0.26, 0.21, 0.44, 0.12, -0.16, 0.34, 0.36, 0.41, 0.28, -0.67, -1.20, -0.47, -0.64, -0.68, -0.13, -0.49, -0.60, -0.74, -0.07, -0.11, -0.50, -1.21, -0.19, -0.16, -0.58, -0.59, -0.41, 0.41, 0.49, 0.46, 0.55, 0.48, 0.41, 0.42, 0.19, 0.43, 0.41, 0.43, 0.27, -0.13, 0.43, 0.45, 0.52, 0.31, 0.44, 0.41, 0.38, -1.37, 0.58, -1.47, 0.55, -0.73, -1.07, -0.15, 0.28, 0.43, -1.45, -1.44, 0.51, -0.62, 0.07, 0.38, 0.48, 0.54, 0.22, 0.38, 0.40, 0.36, 0.36, 0.35, 0.26, 0.31, 0.42, 0.34, 0.36, 0.43, 0.30],
  "homo_energy_ha": [-0.3012, -0.2680],
  "e_lumo_ev": [-0.95, -1.85],
  "gap_ev": [7.25, 5.44],
  "fmax_ev_per_a": 3.89
}

---

Q: Which formula does entry 2 have?
A: C3H2ClIO